Density functional theory data (wB97M-V/def2-TZVPD) for a molecular structure, C24H31HfN3O3P.

Its largest force on an atom is 0.09079 hartree/bohr. The calculation puts the LUMO energy at -0.334 hartree. The value obtained for the energy above the lowest of the compared OMol25 structures with the same formula, charge and spin is 0.000 eV. The net charge is +3. The value obtained for the HOMO energy is -16.006 eV.

Structure (XYZ):
```
63
Properties=species:S:1:pos:R:3:nbo_charge:R:1
Hf 0.65982 2.98344 -0.21630 2.469
P -2.50113 -8.08593 -0.24202 1.726
O -3.88425 -7.64962 0.15185 -0.787
O -0.42749 2.01894 -1.41279 -0.900
O -1.50168 -7.59079 0.82632 -0.831
N 0.43298 3.14706 2.13664 -0.927
N 2.92233 3.14381 -0.49479 -0.409
N 3.24313 4.27501 -1.07200 -0.003
C -0.97410 3.06787 1.78143 0.070
C -1.54444 4.18897 1.19124 -0.327
C 0.84417 -7.29245 0.06108 -0.688
C -4.55678 -7.25711 1.32144 -0.080
C 5.82159 0.30862 0.77085 -0.155
C 3.91007 2.24359 -0.00453 0.071
C 1.76857 6.87321 -3.02911 -0.162
C 5.23805 2.26896 -0.55949 -0.203
C 6.15546 1.29255 -0.22262 -0.154
C -0.02156 5.85679 -1.84576 -0.160
C -5.82945 -8.01912 1.45553 -0.653
C -1.11716 0.97466 -2.08927 -0.070
C 2.21868 5.17727 -1.50527 0.039
C -3.56095 2.90978 0.91807 -0.177
C -2.90571 4.10883 0.82610 -0.131
C -0.06314 -8.31316 0.57245 -0.035
C 4.58219 0.36623 1.25173 -0.209
C 0.79287 4.97072 -1.15251 -0.587
C -0.92142 -0.40522 -1.50057 -0.642
C -1.69203 1.91247 1.99170 -0.250
C -3.00156 1.82398 1.55039 -0.135
C 0.41762 6.78772 -2.83469 -0.138
C 3.62005 1.31568 0.89724 -0.196
C 2.68421 6.07009 -2.40340 -0.132
H 3.73860 6.14360 -2.47451 0.260
H 4.19003 -0.27054 2.00565 0.228
H 5.54973 3.02744 -1.28199 0.251
H -1.03724 5.20050 1.14950 0.279
H -1.10896 5.75386 -1.75330 0.221
H 6.73148 -0.25280 0.90671 0.264
H -6.48215 -8.10937 0.55479 0.251
H 0.08549 -0.78139 -1.39493 0.221
H -0.76755 0.88230 -3.14236 0.211
H -5.51539 -9.09262 1.60262 0.224
H 1.84950 -7.69405 -0.19894 0.277
H -1.36208 -0.43383 -0.47633 0.198
H -4.59722 2.89005 0.61964 0.256
H -0.28349 7.39260 -3.38345 0.258
H 0.54518 -6.74175 -0.83973 0.235
H -3.86992 -7.28780 2.19137 0.210
H -2.19759 1.30309 -2.12230 0.207
H 2.57008 1.26443 1.26558 0.171
H -1.45885 -1.15260 -2.04123 0.250
H -0.21580 -9.08118 -0.14147 0.204
H 1.15444 -6.55543 0.80486 0.240
H -3.57095 0.98113 1.87519 0.252
H 0.20864 -8.74679 1.51107 0.241
H -4.71583 -6.15393 1.18467 0.207
H -6.41953 -7.69811 2.33357 0.259
H -3.44464 5.02219 0.55704 0.263
H 0.69848 4.09524 2.45294 0.439
H -1.27343 1.14521 2.64687 0.246
H 0.81463 2.52774 2.84271 0.442
H 7.17745 1.35527 -0.66489 0.250
H 2.19797 7.59471 -3.70832 0.251
```